Below is one molecule with the formula C16H28N4O5, with properties calculated with ωB97M-V/def2-TZVPD.

Each line ends with the natural charge from an NBO analysis.
Element x y z (Å)
C: 0.74032 4.17207 2.30129  -0.61
C: 0.76932 3.81027 0.82157  -0.23
N: 1.46023 2.55661 0.59824  -0.60
C: 0.84194 1.43749 0.19498  0.70
O: -0.33544 1.38696 -0.11241  -0.69
C: 1.74925 0.19789 0.11257  -0.15
C: 2.56243 0.22576 -1.18114  -0.38
C: 3.54475 -0.94606 -1.30482  -0.22
C: 4.08127 -1.01248 -2.73307  -0.60
C: 4.69951 -0.81609 -0.31470  -0.61
N: 0.90611 -0.97558 0.15031  -0.62
C: 0.28748 -1.32230 1.29014  0.70
O: 0.62750 -0.93727 2.39487  -0.66
C: -0.91275 -2.26130 1.06310  -0.17
C: -1.46696 -2.76787 2.40578  -0.05
O: -0.48521 -3.38444 3.18342  -0.72
N: -1.93930 -1.52666 0.34905  -0.61
C: -1.91335 -1.32176 -0.98062  0.71
O: -1.09715 -1.83396 -1.72589  -0.65
C: -3.01605 -0.39269 -1.47711  -0.13
C: -4.41889 -1.03123 -1.40658  -0.40
C: -5.32962 0.11949 -0.98113  -0.51
C: -4.39735 1.12170 -0.30698  0.68
O: -4.71427 2.06242 0.38050  -0.61
N: -3.13659 0.76230 -0.62274  -0.63
H: 1.75000 4.30446 2.68517  0.20
H: 0.19083 5.09789 2.44434  0.22
H: 0.25114 3.38532 2.87001  0.22
H: -0.24557 3.68178 0.44106  0.23
H: 1.26769 4.59743 0.24645  0.19
H: 2.41558 2.50157 0.91588  0.39
H: 2.39560 0.17236 0.99590  0.23
H: 1.85929 0.19430 -2.01716  0.22
H: 3.11058 1.16870 -1.24159  0.21
H: 3.00368 -1.87329 -1.09196  0.21
H: 4.60927 -0.09477 -2.98436  0.20
H: 3.26920 -1.14839 -3.44310  0.21
H: 4.77184 -1.84502 -2.84097  0.21
H: 5.39976 -1.63693 -0.44760  0.22
H: 5.23584 0.11768 -0.47413  0.20
H: 4.34528 -0.84441 0.71248  0.21
H: 0.49384 -1.27226 -0.72927  0.44
H: -0.59335 -3.10003 0.43458  0.24
H: -2.24407 -3.51558 2.22773  0.19
H: -1.91080 -1.91484 2.94197  0.16
H: 0.17748 -2.70683 3.38862  0.49
H: -2.54007 -0.93244 0.90383  0.41
H: -2.75992 -0.10214 -2.50552  0.21
H: -4.70569 -1.46854 -2.36006  0.23
H: -4.42710 -1.82008 -0.65262  0.21
H: -5.78424 0.61637 -1.83978  0.23
H: -6.12693 -0.18415 -0.30608  0.24
H: -2.31631 1.29857 -0.37243  0.45

Values from the calculation:
- Structure (SMILES): CCNC(=O)[C@H](CC(C)C)NC(=O)[C@@H](CO)NC(=O)[C@H]1CCC(=O)N1
- Relative energy (zero: lowest compared OMol25 entry of this formula, charge and spin): 0.7 kcal/mol
- Frontier orbital gap: 10.141 eV
- Largest force on an atom: 0.8 eV/A

=====

Below is CH5N2OS as an isolated structure at a distorted geometry, with properties calculated with ωB97M-V/def2-TZVPD.

Each line ends with the natural charge from an NBO analysis.
Element x y z (Å)
S: -2.37854 -0.00397 0.88790  -0.81
H: -3.30677 -0.01756 -0.06992  0.11
N: -0.10522 -0.26083 -0.88809  -0.90
C: 1.13237 -0.02737 -0.46204  0.76
N: 1.19629 0.32278 0.88188  -0.88
O: 2.19170 -0.07619 -1.11005  -0.76
H: -0.14619 -0.49110 -1.85468  0.37
H: -1.06414 -0.17694 -0.12873  0.34
H: 0.37622 0.32002 1.45861  0.39
H: 2.10428 0.41116 1.28513  0.38

Values from the calculation:
- Relative energy (zero: lowest compared OMol25 entry of this formula, charge and spin): 14.0 kcal/mol
- Charge: -1
- Frontier orbital gap: 8.166 eV
- Largest force on an atom: 2.1 eV/A

=====

Below is an isolated ion of composition C9H7FNO3S and charge -1 at a distorted geometry, with properties calculated with ωB97M-V/def2-TZVPD.

Each line ends with the natural charge from an NBO analysis.
Element x y z (Å)
C: -0.63562 -1.54800 -0.24695  -0.13
C: 0.71894 -1.70119 -0.30757  -0.31
C: 1.13914 0.70686 -0.33524  -0.35
C: -1.15147 -0.24514 -0.17107  -0.14
C: -0.25442 0.85947 -0.31076  0.20
C: 1.54438 -0.58373 -0.27107  0.27
C: -2.44561 0.27306 0.04866  -0.38
C: -2.27513 1.73576 -0.06010  0.50
C: 3.68921 0.04041 0.74795  -0.26
N: -0.96070 2.00084 -0.19626  -0.57
O: -4.04450 -1.04761 -1.35926  -1.06
O: -4.00046 -1.60046 1.03529  -1.05
O: 3.02090 -0.85713 -0.16602  -0.56
F: -3.13864 2.70014 0.27797  -0.32
S: -4.14504 -0.56257 0.03561  1.54
H: -1.30251 -2.49414 -0.35160  0.24
H: 1.14483 -2.63425 -0.44213  0.22
H: 1.97271 1.53076 -0.45825  0.22
H: 2.98759 0.32840 1.49090  0.19
H: 4.17129 0.82472 0.09651  0.17
H: 4.51925 -0.67684 1.18885  0.18
H: -0.55415 2.95062 -0.24547  0.40

Values from the calculation:
- Relative energy (zero: lowest compared OMol25 entry of this formula, charge and spin): 7.0 kcal/mol
- Charge: -1
- Frontier orbital gap: 6.346 eV
- Largest force on an atom: 5.5 eV/A

=====

Below is C39H36BrCl2CsF3GeN5O4S as an isolated structure at a distorted geometry, with properties calculated with ωB97M-V/def2-TZVPD.

Each line ends with the Löwdin charge.
Element x y z (Å)
Cs: 1.53868 2.02817 -0.08444  1.55
Cl: -6.82777 -0.44923 1.03359  0.60
C: -5.14083 -0.67405 1.43327  -0.69
C: -4.17737 -0.29507 0.50405  -0.07
C: -2.83928 -0.44414 0.78900  -0.23
N: -1.84339 -0.07130 -0.16439  -0.01
C: -1.52218 1.22145 -0.42525  -0.50
O: -0.61939 1.53320 -1.20612  -0.30
C: -2.22267 2.33766 0.32970  -0.20
C: -2.69673 3.43867 -0.36521  0.01
C: -3.28069 4.46479 0.35376  -0.06
C: -3.34545 4.35747 1.73245  -0.07
C: -2.80876 3.23029 2.33676  -0.12
N: -2.25489 2.22670 1.65694  0.16
C: -2.38688 -1.00069 2.01313  -0.23
C: -3.37685 -1.38747 2.93060  -0.03
C: -4.72748 -1.22118 2.63534  -0.67
Cl: -5.89826 -1.72646 3.83890  0.61
N: -1.02115 -1.14072 2.10783  0.09
C: -0.45621 -1.51872 3.25199  -0.47
O: -0.98374 -1.73684 4.35972  -0.02
C: 1.05658 -1.74396 3.16013  -0.20
C: 1.68688 -2.43061 4.19227  -0.03
C: 3.05463 -2.64254 4.11141  -0.09
C: 3.75050 -2.15062 3.01822  -0.07
C: 3.04110 -1.47422 2.03686  -0.14
N: 1.71888 -1.28877 2.09481  0.12
H: -4.48578 0.12478 -0.44660  0.11
H: -2.57181 3.48829 -1.43952  0.13
H: -3.66038 5.34224 -0.15415  0.10
H: -3.78778 5.13873 2.33630  0.09
H: -2.82175 3.12618 3.41609  0.11
H: -3.07884 -1.78809 3.88628  0.09
H: 1.08955 -2.76405 5.02910  0.10
H: 3.57477 -3.17769 4.89870  0.09
H: 4.82318 -2.26532 2.91900  0.10
H: 3.55183 -1.04017 1.18036  0.03
F: 7.33312 4.39145 0.05718  0.08
C: 6.63698 3.24550 -0.20238  -0.61
F: 6.25946 3.33592 -1.47555  0.13
F: 7.54523 2.26236 -0.12311  0.11
C: 5.49098 3.06636 0.76824  -0.14
C: 5.29719 4.04075 1.72550  -0.03
C: 4.26763 3.92314 2.65378  -0.08
C: 3.48274 2.79459 2.55984  -0.21
N: 3.63556 1.83759 1.64154  -0.17
C: 4.62350 1.93263 0.70425  -0.80
S: 4.71031 0.71149 -0.51547  0.51
H: 5.94713 4.90255 1.74225  0.11
H: 4.07817 4.68008 3.40296  0.09
H: 2.66754 2.63873 3.26582  0.11
Br: 2.70105 -0.41324 -4.13049  0.73
C: 2.53359 1.47439 -4.28331  -0.66
C: 2.74104 2.06881 -5.51567  -0.15
C: 2.61122 3.45129 -5.60821  -0.09
C: 2.27391 4.20516 -4.49353  -0.03
C: 2.09496 3.60382 -3.25115  -0.11
C: 2.22600 2.21568 -3.15093  -0.13
C: 1.71542 4.49241 -2.06135  -0.70
O: 0.95505 5.43785 -2.32654  -0.02
O: 2.20530 4.15959 -0.93997  -0.39
H: 2.99692 1.46632 -6.37777  0.09
H: 2.76898 3.93741 -6.56510  0.09
H: 2.13022 5.27594 -4.56106  0.11
H: 2.07975 1.70972 -2.20534  -0.07
C: -4.21935 -3.08545 -3.07639  -0.12
C: -2.71536 -2.98844 -2.86156  -0.28
C: -2.20291 -1.55867 -2.98773  -0.28
C: -0.75007 -1.35171 -2.54789  -0.31
Ge: -0.43654 -1.32400 -0.60856  0.98
C: -0.39754 -3.19563 -0.09004  -0.29
C: -1.56437 -3.86613 0.64383  -0.29
C: -1.45575 -5.38643 0.65057  -0.28
C: -2.58450 -6.04825 1.43393  -0.12
H: -4.58480 -4.11355 -3.01564  0.06
H: -4.50083 -2.69020 -4.05729  0.07
H: -4.75178 -2.49967 -2.32143  0.07
H: -2.18635 -3.62179 -3.58262  0.11
H: -2.46449 -3.39018 -1.87763  0.07
H: -2.86444 -0.90176 -2.41028  0.09
H: -2.32144 -1.24528 -4.03329  0.11
H: -0.39128 -0.38400 -2.90628  0.04
H: -0.10083 -2.11103 -3.00232  0.06
H: 0.85789 -0.55613 -0.34959  -0.06
H: 0.51739 -3.29006 0.50731  0.06
H: -0.22135 -3.70655 -1.04552  0.06
H: -2.53201 -3.58990 0.20690  0.10
H: -1.60227 -3.51013 1.67434  0.10
H: -0.48880 -5.66980 1.08165  0.11
H: -1.44914 -5.75624 -0.38192  0.10
H: -2.56271 -5.73445 2.48199  0.07
H: -2.52432 -7.14049 1.40911  0.06
H: -3.56122 -5.75914 1.03108  0.07

Values from the calculation:
- Relative energy (zero: lowest compared OMol25 entry of this formula, charge and spin): 50.0 kcal/mol
- Charge: -2
- Frontier orbital gap: 6.133 eV
- Largest force on an atom: 3.4 eV/A

=====

Below is one molecule with the formula C5H11N, with properties calculated with ωB97M-V/def2-TZVPD.

Each line ends with the natural charge from an NBO analysis.
Element x y z (Å)
C: -0.60871 1.73236 1.00641  -0.62
C: 0.40681 0.76832 0.44396  -0.05
C: 0.28681 0.04209 -0.87441  -0.08
C: -0.88734 -0.12338 -1.82253  -0.62
N: 0.07129 -0.62889 0.37815  -0.42
C: 0.90708 -1.73657 0.77095  -0.41
H: -0.62182 1.70799 2.10185  0.21
H: -0.37277 2.75982 0.70968  0.21
H: -1.61456 1.48618 0.65896  0.22
H: 1.44084 1.01149 0.72993  0.18
H: 1.26080 -0.07198 -1.36288  0.18
H: -1.23343 -1.15483 -1.69367  0.22
H: -0.60632 0.00636 -2.87097  0.21
H: -1.73950 0.52055 -1.59606  0.21
H: 0.84462 -2.49273 -0.02082  0.20
H: 0.50525 -2.18255 1.68544  0.20
H: 1.97089 -1.49799 0.92621  0.17

Values from the calculation:
- Structure (SMILES): C[C@@H]1[C@H](C)N1C
- Relative energy (zero: lowest compared OMol25 entry of this formula, charge and spin): 31.4 kcal/mol
- Frontier orbital gap: 10.151 eV
- Largest force on an atom: 0.3 eV/A

=====

Below is a 3-piece molecular cluster, C3H6O2 overall at a distorted geometry, with properties calculated with ωB97M-V/def2-TZVPD.

Each line ends with the natural charge from an NBO analysis.
Element x y z (Å)
C: 0.67979 0.55712 0.24396  0.36
C: -0.59277 -0.29652 0.80428  -0.11
C: -1.00437 -1.41225 0.22036  -0.34
O: 1.58087 -0.01123 -0.50528  -0.58
O: -0.31523 1.17444 -0.45599  -0.47
H: 1.35015 0.94748 -1.51476  0.23
H: 0.59405 1.53679 -1.56548  0.14
H: 1.06631 1.14104 1.09669  0.12
H: -0.98673 0.11488 1.72096  0.22
H: -0.63425 -1.70888 -0.75141  0.22
H: -1.73781 -2.04286 0.70669  0.21

Values from the calculation:
- Relative energy (zero: lowest compared OMol25 entry of this formula, charge and spin): 160.9 kcal/mol
- Frontier orbital gap (spin up / spin down): 8.008 / 8.009 eV
- Largest force on an atom: 2.3 eV/A

=====

> Number 5 is which compound?

C5H11N

=====

> Which formula does entry 3 have?

C9H7FNO3S